The following is a DFT calculation (ωB97M-V/def2-TZVPD) of a structure of composition C28H35Br2MnN7 at a distorted geometry.

Cartesian coordinates (Å):
Br (0.5220, -1.4701, -4.2958)
Br (0.5914, -3.2536, -1.2857)
Mn (-0.0578, -0.6869, -0.0795)
N (-2.5140, 1.0833, 0.8339)
N (-3.7876, -0.5585, -3.5075)
N (-1.6906, -0.6940, -1.6160)
N (-3.1672, 1.6236, -3.9953)
N (-3.1668, 2.4765, 1.0206)
N (2.1385, -0.2103, -0.3209)
N (0.2922, -0.0727, 1.6710)
C (-3.8673, 2.1443, 2.3390)
C (4.0271, 0.1939, 1.2978)
C (-2.4380, -1.8091, -1.9126)
C (3.8210, 0.3226, -3.6665)
C (0.8507, -3.1821, -3.3583)
C (2.9737, 0.5195, -2.5365)
C (-1.9181, 0.8786, 2.1605)
C (4.7644, -1.6089, -2.6303)
C (-1.9356, 0.4042, -2.3181)
C (-4.5969, 0.9254, 1.8203)
C (-3.7677, 0.3104, 0.9055)
C (1.5762, 0.2088, 1.9600)
C (4.6969, -0.7534, -3.7010)
C (-1.0534, -0.7180, 3.6600)
C (-0.8541, 0.0028, 2.4894)
C (3.8769, -1.5111, -1.5495)
C (-2.9831, 0.7018, 4.2465)
C (3.9749, -2.6344, -0.5572)
C (2.9977, -0.4007, -1.4582)
C (-3.4739, -1.7171, -2.8956)
C (-2.1652, -0.3637, 4.5158)
C (2.0417, 1.7018, -2.6244)
C (1.9032, 0.7086, 3.3243)
C (-2.9595, 0.4625, -3.2739)
C (-2.6663, 1.6479, 3.1783)
C (2.5852, 0.0284, 0.9124)
C (-0.1498, -1.8692, 4.0529)
C (-2.1596, 3.5965, 0.9448)
H (5.4489, -2.4696, -2.6624)
H (-3.8996, 0.8502, 4.7866)
H (-4.4604, 2.9835, 2.7349)
H (1.4412, 1.6704, -3.5698)
H (0.1392, -3.9049, -3.7659)
H (-2.0231, 3.8238, -0.1236)
H (-2.2736, -0.9375, 5.4344)
H (3.2767, -2.5701, 0.2692)
H (3.7378, -3.5821, -1.0586)
H (1.3669, 1.8024, -1.7910)
H (2.0395, -0.1088, 4.0266)
H (-3.8834, 2.6336, 0.2827)
H (4.2499, 1.2616, 1.3758)
H (-2.3775, 2.2515, -3.9871)
H (-1.3168, 1.2718, -2.1061)
H (-2.5104, 4.4656, 1.5237)
H (3.7475, 1.0168, -4.4939)
H (5.0023, -2.6932, -0.1400)
H (0.4701, -2.2010, 3.2121)
H (-4.0845, -2.5915, -3.0888)
H (2.6219, 2.6448, -2.6800)
H (1.8984, -3.4251, -3.5192)
H (-2.1770, -2.6992, -1.3361)
H (0.5141, -1.6032, 4.8866)
H (-0.7762, -2.7220, 4.3940)
H (2.8259, 1.3147, 3.2731)
H (1.0794, 1.3119, 3.6820)
H (4.2048, -0.2498, 2.3005)
H (-3.7380, 1.4946, -4.8221)
H (-2.0926, 2.5179, 3.5445)
H (-3.9599, -0.4564, 0.1795)
H (5.2756, -0.9330, -4.6000)
H (-1.2193, 3.1772, 1.3501)
H (-5.4904, 0.4625, 2.2164)
H (4.6814, -0.2355, 0.5215)

Values from the calculation:
- Frontier orbital gap (alpha / beta): 3.391 / 3.336 eV
- Expectation value of S²: 3.792
- HOMO level (alpha / beta): -18.04 / -18.04 eV
- Total charge: +4
- Spin multiplicity: 4